[1]
This record from the OMol25 dataset describes a structure of composition C21H40BeBrCl4F9INaO15P2Si. The level of theory is ωB97M-V/def2-TZVPD.

Cartesian coordinates (Å):
1 I -0.932701 3.811315 -3.254881
2 Br 1.807234 4.628264 2.135529
3 Cl 0.039165 -1.241604 -9.048508
4 Cl 0.050607 -1.928315 -11.846532
5 Cl 0.655474 0.769987 -11.027221
6 Cl -2.032599 -0.246177 -10.778977
7 P -1.685059 -0.376061 -2.202615
8 P 0.045483 2.903751 0.360612
9 Si 0.628668 2.642739 -1.823936
10 Na 0.984224 1.268775 9.547320
11 F 6.533453 5.205193 11.003408
12 F -1.769796 -2.330572 -7.059378
13 F -3.967490 -3.931181 -7.518460
14 F -0.218142 -4.616890 -6.513024
15 F -0.561210 -4.231992 -4.381037
16 F -3.476911 -4.558442 -10.087836
17 F -4.542652 -5.975307 -8.008933
18 F -1.577746 -4.372499 -9.021768
19 F -0.016936 -2.029249 -5.795513
20 O 2.075006 0.949864 6.811170
21 O -0.541573 4.227756 0.639766
22 O 0.931992 1.697757 5.141917
23 O -7.349922 -4.612286 -6.767582
24 O -0.755883 1.686449 0.976616
25 O -1.522605 -1.534569 -1.121783
26 O -2.647619 -0.823926 -3.238967
27 O 2.465487 0.834199 0.321766
28 O 3.936187 1.651593 9.945681
29 O -2.136689 0.957587 -1.420300
30 O 1.292737 -0.528767 5.291125
31 O 2.476372 -0.938530 1.655484
32 O -2.724093 -5.659594 -6.806249
33 O 1.596701 2.756466 1.305729
34 O 5.024872 3.535028 9.562561
35 C -3.451848 -5.126757 -7.813341
36 C -3.561477 1.248806 -1.390813
37 C -0.610012 -1.458133 0.008406
38 C -1.097555 -2.392907 1.098346
39 C -0.059781 -0.025915 -2.867609
40 C 1.415205 0.589560 5.694064
41 C -4.370188 0.276916 -0.526524
42 C 2.702820 -0.133994 7.513779
43 C -1.249817 -2.601010 -5.845451
44 C 2.768366 0.231855 1.416060
45 C -2.687172 -5.113941 -9.146310
46 C 2.647331 3.330217 9.014892
47 C 3.572233 1.034509 2.445750
48 C 0.230269 1.483165 3.909790
49 C -2.381414 -4.957527 -5.615229
50 C 0.835748 0.833073 -1.961765
51 C 4.441532 5.953609 9.568331
52 C -0.317831 -0.662609 -10.670155
53 C 3.974466 2.801989 9.515912
54 C -1.100698 -4.108133 -5.628252
55 C 5.104355 4.805462 8.857112
56 Be -6.219403 -6.563303 -9.478591
57 H -0.603069 -2.148813 2.040347
58 H 6.164901 4.990088 8.744386
59 H -1.688869 1.713003 0.723879
60 H -6.586699 -4.912614 -7.271259
61 H 3.364786 5.780010 9.698554
62 H 4.671374 4.649213 7.858126
63 H 0.888531 1.038369 3.172226
64 H 0.873141 0.507270 -0.923439
65 H -3.226352 -4.389851 -5.225104
66 H -0.129496 0.374491 -3.882057
67 H 2.650588 4.106783 8.256306
68 H -7.512780 -3.720988 -7.089133
69 H 2.090448 3.692368 9.884069
70 H 4.922724 6.068839 10.544460
71 H 2.187394 2.451289 8.575453
72 H 1.908203 3.368191 -1.949244
73 H -1.873808 -2.153545 -5.064229
74 H -2.172729 -5.752089 -4.901410
75 H 3.209572 0.308153 8.372399
76 H -0.853864 -3.427547 0.847625
77 H 1.870226 0.736275 -2.313558
78 H -2.420785 -6.131903 -9.434990
79 H -3.616999 2.258155 -0.973406
80 H 3.780368 0.426691 3.323249
81 H -2.182904 -2.329901 1.206509
82 H 4.565285 6.863813 8.978445
83 H -5.080816 -0.281128 -1.135445
84 H 4.512296 1.361997 2.000419
85 H 3.026492 1.924515 2.751785
86 H 0.372175 -1.029627 -2.969726
87 H 3.437078 -0.633317 6.887329
88 H -3.710038 -0.435062 -0.024723
89 H -0.511357 -0.438658 0.376342
90 H -4.915086 0.821368 0.248399
91 H -0.635532 0.838805 4.053246
92 H 2.263702 3.334664 0.856228
93 H 0.386000 -1.768971 -0.318739
94 H 1.947955 -0.860842 7.829214
95 H -0.101854 2.465270 3.584724
96 H -3.939374 1.299539 -2.410852

Atoms 1-2, force components in eV/Å:
I -0.004 -0.123 0.198
Br -0.065 0.767 1.458

Computed properties:
HOMO-LUMO gap, eV: 1.864
ΔE to the lowest compared entry with this formula, charge and spin, eV: 0.000
LUMO level, eV: -4.4

***

[2]
This record from the OMol25 dataset describes a cluster of 16 separate species, C21H40Cl30O4S in total. The level of theory is ωB97M-V/def2-TZVPD.

Cartesian coordinates (Å):
1 Cl 4.843422 -0.715751 -2.047850
2 Cl 8.931212 0.097946 -4.020330
3 Cl 2.727183 -2.720916 -1.878235
4 Cl 0.292508 -5.365985 -1.416879
5 Cl -1.411720 -0.406367 -0.997519
6 Cl 3.262585 5.031218 -1.541569
7 Cl -0.382298 3.176005 0.564344
8 Cl -5.803706 -10.520852 -1.126089
9 Cl -0.262897 -3.721480 0.965026
10 Cl -5.105941 -3.769223 1.586166
11 Cl -2.306096 -2.398947 -2.938783
12 Cl -2.952617 5.200026 -0.554802
13 Cl -0.483919 11.287214 -2.641540
14 Cl -1.881885 2.103940 -5.533754
15 Cl -3.948027 -8.692816 -2.461211
16 Cl 7.428018 1.673144 -2.068232
17 Cl -10.309463 -2.572043 2.654182
18 Cl 1.583609 7.406465 -1.169722
19 Cl -3.872553 -10.425394 1.647774
20 Cl -2.939514 -8.375133 3.529869
21 Cl -1.189953 9.201636 -4.567165
22 Cl -2.428253 1.582365 2.646348
23 Cl -3.777745 -6.293332 0.918968
24 Cl 2.369214 2.661800 1.317197
25 Cl -7.577337 -1.689977 2.084956
26 Cl -5.817600 3.028572 -2.937082
27 Cl -3.948854 0.273336 -6.501061
28 Cl -8.233920 1.916489 -1.711195
29 Cl -3.243080 7.615845 -2.181703
30 Cl -4.912511 2.575880 1.476446
31 S 7.581425 0.406493 2.296899
32 O 7.875581 -0.899637 1.802825
33 O 2.881197 -0.071834 2.997335
34 O 7.827417 0.352949 3.871141
35 O 8.356951 1.447638 1.698630
36 C -5.306185 -8.839632 -1.340607
37 C -6.922319 3.086113 -1.553573
38 C 3.559718 -0.376455 2.058146
39 C -1.116284 -2.012966 -1.689628
40 C -2.685721 -10.004230 2.888048
41 C -4.063352 6.215282 -1.482414
42 C 5.054544 -0.565386 2.121426
43 C 6.939979 1.178710 4.645044
44 C -3.628756 -4.729920 1.730849
45 C -3.758486 1.236844 1.539669
46 C 9.033060 1.195465 -2.639300
47 C 5.353230 1.909545 2.807188
48 C 3.526561 -1.517897 -2.907298
49 C -3.610790 1.866878 -5.818196
50 C 0.410103 -5.244949 0.345476
51 C 1.621103 5.684747 -1.579905
52 C 6.323276 2.334995 3.900075
53 C 5.842940 0.726077 1.942724
54 C 0.700681 2.681857 1.870276
55 C -8.655263 -3.075909 2.292461
56 C -0.030834 9.726442 -3.338361
57 H -0.002457 8.987608 -2.549985
58 H 5.326273 -1.122393 3.001356
59 H -4.847075 6.563989 -0.822249
60 H -2.770495 -10.712712 3.701100
61 H -5.007287 -8.446612 -0.378923
62 H -6.143053 -8.276119 -1.730923
63 H 1.017929 5.145294 -0.860340
64 H 5.282241 2.754959 2.143013
65 H 7.535800 1.593557 5.437686
66 H -8.288044 -3.680138 3.111384
67 H 5.801038 2.923645 4.634406
68 H 2.800771 -0.775912 -3.214844
69 H 5.797938 1.017883 0.912546
70 H -7.346629 4.079673 -1.487378
71 H 1.452685 -5.309710 0.628457
72 H 6.173442 0.573332 5.103664
73 H -4.130599 1.956127 -4.874251
74 H -0.127990 -2.042160 -2.127247
75 H -3.423771 -4.900172 2.780543
76 H -0.148710 -6.060881 0.785792
77 H 0.429965 1.688909 2.207323
78 H 3.058026 -0.582248 1.115729
79 H -1.190701 -2.736362 -0.888900
80 H -6.352545 2.856075 -0.664471
81 H 9.570864 2.084948 -2.938996
82 H -4.485015 5.622826 -2.284594
83 H -1.696502 -10.053770 2.452899
84 H -3.351023 1.081049 0.548986
85 H -8.658927 -3.651425 1.376294
86 H -3.956355 2.622989 -6.510562
87 H -2.814604 -4.183971 1.277495
88 H 1.216924 5.556393 -2.575436
89 H 5.299442 -1.194904 1.282425
90 H 0.606440 3.387952 2.684875
91 H 7.086320 2.975219 3.496465
92 H 0.945038 9.819036 -3.796243
93 H -4.274478 0.347051 1.875103
94 H 4.366939 1.767425 3.203565
95 H 9.550907 0.695749 -1.831195
96 H 3.935769 -2.022147 -3.772349

Atoms 1-2, force components in eV/Å:
Cl 0.016 0.059 -0.059
Cl 0.055 -0.014 -0.019

Computed properties:
HOMO-LUMO gap, eV: 10.314
LUMO level, eV: 0.1

***

[3]
This record from the OMol25 dataset describes a structure of composition C21H40Cl3N2O4RuSi. The level of theory is ωB97M-V/def2-TZVPD.

Cartesian coordinates (Å):
1 Ru 0.366329 -0.937799 0.212790
2 Cl 0.263930 -1.551281 -1.951439
3 Cl 2.407177 -0.190263 0.848215
4 Cl 1.445766 1.354651 -2.614083
5 Si 2.252565 -0.120695 -3.880392
6 O 0.926379 -2.978373 0.498403
7 O -1.809353 -1.534005 0.114322
8 O -0.340151 1.026576 0.241875
9 O 0.022210 -1.158482 2.400480
10 N 2.438179 -4.494728 -0.298487
11 N -3.230641 0.256294 -0.175011
12 C 0.995263 -1.039746 -4.942650
13 C -0.594938 2.136219 5.015491
14 C 0.279824 3.841255 -0.452509
15 C -1.854181 1.539622 5.160183
16 C -1.640238 3.933715 1.151513
17 C -0.548562 3.313724 0.662545
18 C -0.653163 1.676643 2.635203
19 C -2.503426 0.997697 4.046468
20 C 3.149232 0.622511 -5.393466
21 C -0.065082 1.976272 1.233718
22 C 3.603123 -0.907255 -2.843235
23 C 2.084490 -3.259704 0.029417
24 C -2.700694 0.668794 -1.466411
25 C -1.897824 1.092994 2.790767
26 C 3.788909 -4.784696 -0.763354
27 C 1.520920 -5.618316 -0.186821
28 C 0.019531 2.169823 3.762038
29 C -4.383988 1.006278 0.307763
30 C -0.665163 -2.320872 2.911279
31 C -2.790078 -0.830516 0.479532
32 C -2.209829 5.209007 0.624325
33 H -1.230094 -1.991877 3.797360
34 H 3.914656 -1.890123 -3.219809
35 H 4.484212 -0.241241 -2.879126
36 H -2.403344 0.749809 1.886669
37 H 0.051878 -3.128082 3.145136
38 H 1.402681 -6.088960 -1.171916
39 H 1.001302 2.623527 3.614860
40 H 4.364755 -3.857564 -0.816138
41 H 3.817719 1.444553 -5.118813
42 H 0.517052 3.028137 -1.148554
43 H 1.300467 -2.088004 -5.072606
44 H -2.015099 -0.087441 -1.857318
45 H -5.015459 1.282927 -0.546732
46 H -1.369266 -2.657801 2.145390
47 H -3.486655 0.521421 4.129452
48 H 4.291608 -5.473375 -0.073192
49 H -3.359089 -1.101172 1.387081
50 H 0.992278 -0.576771 -5.951833
51 H -4.959642 0.396489 1.015193
52 H 1.238501 4.214452 -0.066015
53 H -0.039370 -1.025098 -4.572154
54 H -4.065497 1.929518 0.818951
55 H -0.082333 2.564703 5.885189
56 H 0.854068 -0.999999 2.885652
57 H 1.029871 2.082299 1.371053
58 H 2.831001 -2.477704 -0.119682
59 H 2.416149 0.965743 -6.136508
60 H 3.304989 -1.000468 -1.791044
61 H 3.741080 -0.180993 -5.861245
62 H -2.157816 1.618411 -1.356480
63 H 3.770678 -5.248282 -1.756535
64 H -2.115090 3.580576 2.076871
65 H -1.915108 6.053984 1.262481
66 H -1.891417 5.434253 -0.395594
67 H -3.546955 0.823222 -2.149328
68 H -3.305057 5.182797 0.637991
69 H -2.323053 1.491187 6.146556
70 H 0.556851 -5.260181 0.179919
71 H -0.222835 4.650041 -0.987904
72 H 1.944872 -6.358260 0.504258

Atoms 1-2, force components in eV/Å:
Ru -1.684 2.621 -0.410
Cl 0.026 -0.884 -2.033

Computed properties:
HOMO-LUMO gap (spin up / spin down), eV: 7.253 / 7.979
ΔE to the lowest compared entry with this formula, charge and spin, eV: 0.000
<S²>: 8.760
LUMO level (spin up / spin down), eV: 0.5 / -0.2
2S+1: 6

***

| no. | energy (a.u.) |
| --- | --- |
| 1 | -8713.1527 |
| 2 | -15328.9839 |
| 3 | -2999.6253 |